[1]
A structure of composition C17H13Cl3CsGeN4O4Se. Source: the OMol25 dataset; level of theory: ωB97M-V/def2-TZVPD.

Output
HOMO level (spin up / spin down): -1.9 / -2.0 eV
lowest unoccupied orbital energy (spin up / spin down): 4.0 / 4.0 eV
HOMO-LUMO gap (spin up / spin down): 5.91 / 5.94 eV

Geometry as ORCA input:
```
! RIJCOSX wB97M-V def2-TZVPD def2/J DEFGRID3
* xyz -2 2
Cs 0.095 -0.109 0.761
C 5.816 -0.685 -0.438
C 5.636 0.500 -1.143
C 4.572 1.338 -0.859
C 3.647 1.028 0.157
C 3.832 -0.183 0.844
C 4.898 -1.018 0.550
N 2.519 1.791 0.402
C 2.584 3.102 0.532
C 3.814 3.836 0.759
C 3.837 5.189 0.908
C 2.658 5.969 0.847
C 1.469 5.321 0.652
C 1.396 3.924 0.499
N 0.193 3.269 0.283
N -0.836 3.984 0.181
C -2.016 3.232 -0.065
C -3.222 3.903 0.156
C -4.410 3.224 -0.033
C -4.369 1.900 -0.452
C -3.123 1.338 -0.677
N -1.974 1.978 -0.498
H 6.643 -1.346 -0.668
H 6.329 0.769 -1.934
H 4.424 2.248 -1.427
H 3.123 -0.467 1.613
H 5.001 -1.949 1.096
H 4.731 3.268 0.836
H 4.787 5.683 1.091
H 2.702 7.044 0.972
H 0.536 5.868 0.612
H -3.190 4.930 0.492
H -5.356 3.716 0.160
H -5.266 1.312 -0.582
H -3.047 0.303 -0.999
Cl -1.461 -3.564 -0.850
Ge -0.780 -3.866 1.255
Cl 1.383 -3.275 0.956
Cl -0.720 -6.279 1.259
O -2.319 -2.201 4.412
Se -1.740 -1.260 3.236
O -1.546 -2.261 1.806
O -0.237 -0.671 3.491
O -2.749 -0.110 2.693
*
```

These are the Löwdin partial charges, in e, on atoms 1 to 6: Cs 1.05; C -0.14; C -0.12; C -0.06; C -0.32; C -0.06

=====

[2]
The molecule C4H6OS. Source: the OMol25 dataset; level of theory: ωB97M-V/def2-TZVPD.

Output
HOMO level: -9.3 eV
lowest unoccupied orbital energy: -0.2 eV
HOMO-LUMO gap: 9.11 eV

Geometry as ORCA input:
```
! RIJCOSX wB97M-V def2-TZVPD def2/J DEFGRID3
* xyz 0 1
C 1.074 -0.868 1.895
C 0.764 -0.529 0.621
C -0.886 0.249 -1.157
C -0.097 0.647 0.086
O -1.984 0.531 -3.400
S -1.345 1.291 -2.328
H 1.805 -1.602 2.057
H 0.691 -0.562 2.913
H 1.318 -0.982 -0.199
H -1.253 -0.687 -1.151
H -0.708 1.077 0.792
H 0.622 1.434 -0.129
*
```

These are the Löwdin partial charges, in e, on atoms 1 to 6: C 0.00; C -0.16; C -0.37; C -0.24; O -0.58; S 0.93

=====

[3]
The molecule C3H7N3O. Source: the OMol25 dataset; level of theory: ωB97M-V/def2-TZVPD.

Output
HOMO level: -7.0 eV
lowest unoccupied orbital energy: 0.2 eV
HOMO-LUMO gap: 7.21 eV

Geometry as ORCA input:
```
! RIJCOSX wB97M-V def2-TZVPD def2/J DEFGRID3
* xyz 0 1
C 2.857 -0.111 0.267
N 1.414 0.336 0.578
C 0.264 0.049 -0.359
O 0.451 -0.161 -1.523
N -0.953 0.055 0.270
C -2.154 -0.178 -0.407
N -3.244 -0.069 0.225
H 3.049 0.365 -0.707
H 2.738 -1.185 0.051
H 1.471 1.349 0.696
H 1.191 -0.037 1.502
H -1.050 0.297 1.248
H -2.002 -0.441 -1.456
H -4.032 -0.269 -0.386
*
```

These are the Löwdin partial charges, in e, on atoms 1 to 6: C -0.15; N -0.04; C -0.46; O 0.13; N 0.10; C -0.25

=====

ΔE to the lowest compared entry with this formula, charge and spin per entry: 27.2; 277.6; 365.1 kJ/mol